No. 1
ORCA calculation (wB97M-V/def2-TZVPD) on a structure of composition C14H28O28S7 in a non-equilibrium geometry.

CARTESIAN COORDINATES (ANGSTROEM)
S: 24.4950 7.7349 -27.1133
S: 15.9968 8.3017 -26.5474
S: 11.9212 2.5066 -25.2874
S: 21.2465 12.5065 -24.1721
S: 21.3373 6.9330 -23.2664
S: 15.7578 2.3546 -30.1161
S: 13.6139 8.4612 -30.3850
O: 20.3354 11.4148 -24.5086
O: 13.4597 2.7489 -24.5707
O: 16.8488 2.1132 -31.0708
O: 12.9560 7.8188 -31.5286
O: 15.1470 7.3385 -25.7759
O: 20.8482 7.2531 -21.7276
O: 20.4364 5.9418 -23.8629
O: 16.1807 3.5054 -29.0413
O: 13.1511 8.3157 -28.9972
O: 22.6912 11.9124 -23.6919
O: 14.6394 3.3499 -30.8397
O: 15.2814 8.0994 -30.2725
O: 20.9700 13.2143 -22.6715
O: 25.2040 6.5504 -26.6300
O: 21.3676 13.5474 -25.1768
O: 13.9782 9.9702 -30.8372
O: 15.1042 1.1764 -29.4927
O: 17.0818 7.5039 -27.5652
O: 24.5090 8.0760 -28.5511
O: 11.8967 1.3178 -26.1237
O: 17.2122 8.7856 -25.5811
O: 10.7634 2.7421 -24.4348
O: 20.8438 8.5148 -23.6069
O: 22.7378 6.8811 -23.3952
O: 15.4063 9.3851 -27.3557
O: 25.0504 9.1292 -26.3282
O: 12.2480 3.7980 -26.2892
O: 22.9500 7.8860 -26.4808
C: 22.1444 13.6987 -22.0895
C: 23.2372 12.8036 -22.7284
C: 23.9430 9.9207 -25.7295
C: 13.6762 4.1427 -26.3653
C: 14.4452 3.2439 -25.4478
C: 22.6188 9.3335 -26.3019
C: 14.6297 4.6844 -30.4091
C: 15.9496 4.8008 -29.6167
C: 16.1784 9.2228 -30.3767
C: 19.9509 9.1218 -22.6068
C: 19.6997 8.0439 -21.6779
C: 18.5238 8.5211 -25.9971
C: 15.1608 10.3470 -30.2789
C: 18.3962 7.9742 -27.4254
H: 23.8940 9.9104 -24.6406
H: 16.6297 9.1183 -31.3634
H: 16.8000 8.9444 -29.5257
H: 15.2830 3.5992 -24.8479
H: 21.7750 9.4016 -25.6152
H: 24.0430 13.4035 -23.1515
H: 19.1337 9.5919 -23.1539
H: 13.6902 5.1348 -25.9140
H: 14.4505 5.4409 -31.1731
H: 19.1474 9.4130 -26.0589
H: 22.0541 13.5775 -21.0100
H: 18.5753 8.8111 -28.1005
H: 15.4529 11.2058 -30.8832
H: 14.9736 10.7602 -29.2878
H: 15.7730 5.4982 -28.7978
H: 13.7836 4.8450 -29.7410
H: 20.5083 9.9737 -22.2172
H: 14.0970 4.1842 -27.3700
H: 24.1467 10.9605 -25.9853
H: 19.0048 7.0782 -27.5469
H: 14.9189 2.4204 -25.9820
H: 16.7755 5.0624 -30.2782
H: 18.9142 7.7979 -25.2811
H: 23.7673 12.1892 -22.0006
H: 22.3119 9.6275 -27.3056
H: 19.3427 8.3670 -20.7000
H: 18.9085 7.3863 -22.0380
H: 22.4388 14.7230 -22.3180

Highest occupied orbital energy   -10.7 eV
Energy relative to the best compared isomer or geometry (same formula, charge and spin)   499.91 kJ/mol
Strongest force on any atom   4.821 eV/Å
Total charge   0

---

No. 2
ORCA calculation (wB97M-V/def2-TZVPD) on a cluster of 7 separate species, C14H28O28S7 in total in a non-equilibrium geometry.

CARTESIAN COORDINATES (ANGSTROEM)
S: -5.7406 -5.4260 1.8198
S: 1.1922 -0.9693 -4.0447
S: -1.5531 3.2265 -3.5281
S: -0.2329 3.2940 2.8047
S: 0.4188 -3.7149 3.5750
S: 4.4682 3.1616 -0.3068
S: -1.3273 -0.8409 1.0569
O: 2.1672 -0.6916 -5.0577
O: -2.2908 2.0026 -3.3209
O: 5.5271 1.9151 -0.4357
O: -5.3457 -6.4798 0.9312
O: 0.8405 2.4768 3.2890
O: 0.2956 -0.7769 1.1685
O: -1.3972 0.7201 0.6531
O: 1.7356 -3.6166 2.6484
O: -0.1390 3.1003 -2.7912
O: 0.5814 -4.6779 4.6160
O: 3.4437 2.8033 0.6161
O: -0.9445 3.3473 -5.0494
O: -0.4331 -4.3176 2.3278
O: -0.0615 -2.4317 3.9067
O: -1.9779 -1.0744 2.3090
O: 1.5891 -1.0054 -2.6759
O: -1.6416 2.4094 2.7928
O: 0.0389 3.9950 1.5823
O: -0.0987 0.0124 -4.2008
O: 5.5659 4.1751 0.3279
O: 0.3200 -2.3375 -4.3601
O: -2.2484 4.4490 -3.2635
O: 4.0491 3.6826 -1.5828
O: -0.8349 4.3025 3.9435
O: -7.0658 -5.2590 2.2937
O: -1.7036 -1.6322 -0.0885
O: -5.2048 -3.9255 1.3218
O: -4.6925 -5.3722 3.0778
C: 6.8390 2.2397 0.0670
C: 6.8745 3.7504 -0.0180
C: -2.2338 4.4532 3.7527
C: 0.4727 3.4165 -5.0150
C: -3.5163 -4.6272 2.8226
C: 0.8781 3.7178 -3.6247
C: 1.8571 -4.6784 1.7433
C: 0.8435 0.2766 0.4052
C: -1.2759 -0.6594 -3.8169
C: -0.3353 1.0234 -0.2204
C: -1.0573 -2.1593 -4.0561
C: -3.8958 -3.5843 1.7723
C: -2.6546 3.0073 3.5903
C: 0.3879 -4.7935 1.2747
H: 0.8266 4.2169 -5.6686
H: 1.4539 0.9867 0.9658
H: 0.8478 4.7918 -3.4226
H: 0.8587 2.4933 -5.4536
H: -2.6713 2.5658 4.5924
H: -1.4122 -2.8170 -3.2632
H: -0.6303 0.6928 -1.2221
H: 1.8331 3.3816 -3.2266
H: -4.0195 -2.5697 2.1467
H: 7.1542 4.1080 -1.0109
H: 2.4872 -4.3702 0.9120
H: -2.0939 -0.2368 -4.3984
H: 6.9206 1.8187 1.0679
H: 1.4976 -0.1708 -0.3444
H: -3.1789 -3.5345 0.9538
H: -3.6514 2.7522 3.2347
H: -1.5562 -2.5105 -4.9629
H: 2.2436 -5.6271 2.1180
H: -0.2502 2.0991 -0.3589
H: 7.5401 4.2488 0.6850
H: -3.0983 -4.2657 3.7586
H: 0.1765 -4.1750 0.3948
H: 7.6157 1.7919 -0.5494
H: 0.1152 -5.7445 0.8091
H: -2.8272 -5.3669 2.4085
H: -1.6038 -0.4397 -2.7993
H: -2.5738 4.8793 4.6940
H: -2.4868 5.0938 2.9071

Structure (SMILES)   O=S1(=O)OCCO1.O=S1(=O)OCCO1.O=S1(=O)OCCO1.O=S1(=O)OCCO1.O=S1(=O)OCCO1.O=S1(=O)OCCO1.O=S1(=O)OCCO1
Highest occupied orbital energy   -10.5 eV
Energy relative to the best compared isomer or geometry (same formula, charge and spin)   151.73 kJ/mol
Strongest force on any atom   3.788 eV/Å
Total charge   0

---

No. 3
ORCA calculation (wB97M-V/def2-TZVPD) on a structure of composition C14H29AgClFNO8P3S in a non-equilibrium geometry.

CARTESIAN COORDINATES (ANGSTROEM)
Ag: 0.8464 4.6730 1.7696
Cl: -0.8917 -4.0995 1.3901
S: -0.1082 1.6696 4.0930
P: -0.4776 -1.1098 0.3968
P: 1.4540 1.7992 2.8751
P: 3.1938 0.8149 -0.9434
F: 2.7275 -0.7628 1.1337
O: -0.1906 0.2318 1.5274
O: 2.1883 3.8543 -0.0761
O: -2.1217 -1.1374 0.9898
O: 1.9398 3.4687 2.9207
O: 4.6621 -0.1246 -0.7863
O: 2.7166 0.8711 3.6310
O: 1.0607 -0.8153 -0.4425
O: -2.7269 -1.1638 -4.5180
N: -3.6287 0.9710 0.0400
C: 0.1221 -2.5190 1.5277
C: -3.4565 -2.2817 -3.8424
C: 1.9007 0.1780 0.2871
C: -0.7688 -2.2735 -1.1400
C: 2.5242 0.3106 -2.7017
C: -1.1355 -1.9762 3.9333
C: 0.8839 3.3742 -0.5475
C: -2.4360 -3.2423 -2.9393
C: 0.2834 -2.1397 3.1133
C: -2.3477 -2.6433 -1.3798
C: -0.1071 4.6198 -0.9638
C: 0.0792 2.3747 0.4531
C: 0.9242 1.1636 1.1363
C: -2.8179 0.1555 0.6829
H: -2.7435 -3.5174 -0.6954
H: -3.0729 -1.7182 -1.3687
H: 2.5501 -0.8502 -2.8799
H: -0.4871 4.4065 -2.0752
H: 1.8682 3.8141 3.8616
H: -1.4778 -0.8714 4.1071
H: 0.4115 5.6652 -0.8789
H: 1.4303 0.6812 -2.8953
H: -0.0361 -3.1928 -1.1550
H: 1.0195 -1.2226 3.3201
H: -1.0267 4.5768 -0.2340
H: -1.3756 -3.1294 -3.4547
H: 3.5336 1.0493 3.0693
H: -3.8954 -2.9635 -4.6891
H: -1.0174 -0.1036 -0.5283
H: -2.7218 -4.3768 -2.9655
H: 3.2142 0.8113 -3.5255
H: -2.0950 -0.7191 -3.8737
H: -0.9067 2.0319 -0.1263
H: -0.3311 3.0484 1.3500
H: 4.8462 -0.5403 -1.7002
H: 0.8341 -3.0720 3.6173
H: 2.6454 4.4499 -0.7425
H: -2.0414 -2.5516 3.4683
H: -0.4453 -1.6001 -2.0717
H: -4.3092 -1.8379 -3.1603
H: 1.0933 2.7672 -1.5520
H: 1.2096 -2.8242 1.1458
H: -0.9645 -2.4515 5.0129

Highest occupied orbital energy (spin up / spin down)   -11.6 / -11.6 eV
Strongest force on any atom   11.659 eV/Å
Total charge   +1
Spin multiplicity   2

---

No. 4
ORCA calculation (wB97M-V/def2-TZVPD) on a cluster of 5 separate species, C14H29Cl2N3O6 in total in a non-equilibrium geometry.

CARTESIAN COORDINATES (ANGSTROEM)
Cl: 1.0730 -2.0374 0.1025
Cl: -1.6246 -0.1300 0.8468
O: -3.9012 0.0072 -3.9231
O: 0.3884 5.4583 -0.5630
O: -1.5285 4.7990 -1.5872
O: -1.0754 4.4311 0.6093
O: 1.0333 -6.6642 3.2355
O: 2.8519 2.6121 0.4465
N: -0.1884 -6.1522 1.3550
N: 4.7621 3.6464 0.8508
N: -5.6340 -1.1538 -3.1634
C: 4.7804 2.0328 -0.9103
C: -0.8482 4.9524 -0.5446
C: -6.0179 -1.8453 -4.3677
C: 0.5728 -6.9534 2.1121
C: 4.0144 2.7661 0.2199
C: -4.6428 -0.2637 -3.0401
C: -0.3729 -4.7547 1.7749
C: 0.9135 5.4341 0.7431
C: 0.0876 0.2458 1.4305
C: 4.1779 4.5603 1.9283
C: 0.8508 -8.1582 1.3130
C: 1.1576 -0.2601 0.3450
C: 0.1900 4.2485 1.2495
C: -4.5008 0.4579 -1.7647
H: 0.9872 0.1637 -0.6446
H: -0.4687 -6.5312 0.4617
H: 0.6097 6.3568 1.2374
H: 0.4774 -4.1874 1.3965
H: 0.1969 -0.3824 2.3145
H: 0.7104 3.3960 0.8129
H: -0.2410 -4.7508 2.8568
H: 3.1970 4.3283 2.3431
H: 2.0002 5.3594 0.7046
H: 4.0576 5.5546 1.4982
H: -6.9877 -1.5173 -4.7418
H: -3.7548 0.0066 -1.1106
H: 0.0436 4.0584 2.3127
H: 2.2035 -0.1517 0.6323
H: -5.2378 -1.8805 -5.1281
H: 5.8439 1.8761 -0.7305
H: 4.8787 4.5616 2.7631
H: 4.5280 0.9731 -0.8717
H: -4.0770 1.4341 -2.0004
H: 5.6845 3.9168 0.5409
H: 4.6928 2.4041 -1.9313
H: -1.3394 -4.2956 1.5665
H: -6.1312 -2.9014 -4.1228
H: -6.0783 -1.5985 -2.3729
H: 1.7602 -8.6622 1.6403
H: 0.2717 1.3114 1.5672
H: 0.0563 -8.9045 1.3069
H: -5.4566 0.6566 -1.2799
H: 1.0538 -7.8732 0.2807

Structure (SMILES)   O=C1OCCO1.CNC(C)=O.CNC(C)=O.CNC(C)=O.ClCCCl
Highest occupied orbital energy   -9.2 eV
Energy relative to the best compared isomer or geometry (same formula, charge and spin)   180.68 kJ/mol
Strongest force on any atom   6.308 eV/Å
Total charge   0